{
  "formula": "C18H27BrF8N4O4P",
  "method": "ωB97M-V/def2-TZVPD",
  "e_tot_ev": -134320.292,
  "total_charge": 1,
  "orbital_gap_ev": 9.36,
  "relative_energy_kcal_mol": 0.00,
  "symbols": ["C", "C", "N", "C", "N", "C", "C", "C", "O", "C", "C", "F", "F", "C", "F", "F", "C", "F", "F", "C", "F", "F", "C", "N", "N", "P", "C", "O", "C", "Br", "H", "H", "H", "H", "H", "H", "H", "H", "H", "H", "H", "H", "H", "H", "H", "H", "H", "H", "H", "O", "C", "O", "C", "C", "C", "H", "H", "H", "H", "H", "H", "H", "H"],
  "coordinates": [[0.520597, -2.954645, 3.117467], [-0.073875, -2.165813, 1.977768], [0.576886, -1.206517, 1.480535], [-1.479911, -2.539501, 1.495719], [-1.505427, -2.727794, 0.042829], [-2.108594, -1.889751, -0.899895], [-2.892370, -0.684947, -0.479650], [-2.924919, 0.436212, -1.506004], [-1.668680, 1.082778, -1.398862], [-1.161609, 1.668190, -2.564811], [0.305244, 1.268277, -2.722885], [0.465186, -0.033700, -2.353792], [0.639366, 1.362782, -4.037351], [1.293095, 2.134719, -1.908250], [1.003336, 3.436932, -2.137950], [1.068087, 1.889154, -0.590845], [2.804335, 1.920654, -2.207967], [3.032443, 0.617617, -2.471954], [3.120221, 2.643861, -3.302585], [3.686585, 2.389736, -1.023069], [3.774985, 1.382137, -0.124571], [4.926125, 2.652344, -1.486677], [-1.803166, -2.405474, -2.119568], [-2.144211, -1.925047, -3.377480], [-1.031934, -3.574189, -1.905193], [-0.316154, -4.673519, -3.112563], [0.650076, -3.435981, -4.059835], [-1.718289, -4.800724, -3.975367], [-0.901936, -3.725544, -0.585333], [-0.015456, -5.106576, 0.242996], [-0.121262, -3.775785, 3.439590], [1.479472, -3.369394, 2.802497], [0.696310, -2.282896, 3.959108], [0.083848, -0.709689, 0.735224], [-2.158814, -1.720890, 1.721185], [-1.863842, -3.438514, 1.977948], [-2.416080, -0.260491, 0.408471], [-3.908812, -0.967814, -0.187401], [-3.751167, 1.118091, -1.279144], [-3.064522, 0.051191, -2.517982], [-1.247435, 2.757320, -2.535350], [-1.665189, 1.314514, -3.471367], [3.274886, 3.279318, -0.539187], [-2.419892, -2.649075, -4.024294], [-1.446191, -1.316642, -3.783377], [0.919330, -2.592501, -3.418210], [1.575849, -3.914121, -4.388968], [0.107599, -3.058305, -4.926347], [-1.628679, -5.466872, -4.671239], [0.095456, 0.628677, 4.187072], [0.528345, 1.749915, 4.182812], [0.894281, 2.297550, 5.353711], [1.543923, 3.572547, 5.452182], [0.556838, 4.719680, 5.446292], [0.628298, 2.553287, 2.906854], [2.301698, 3.674564, 4.674664], [2.068331, 3.529332, 6.404606], [0.008067, 4.776921, 4.505717], [1.080658, 5.664241, 5.593210], [-0.166584, 4.595543, 6.251476], [-0.346943, 2.998080, 2.707500], [0.868635, 1.863006, 2.102097], [1.373552, 3.343540, 2.925797]],
  "forces_ev_per_angstrom": [[-0.13, 0.00, -0.06], [0.13, 0.05, 0.21], [0.10, -0.01, -0.20], [-0.03, 0.02, 0.09], [-0.15, -0.03, 0.07], [0.18, 0.03, -0.02], [-0.09, -0.01, 0.07], [-0.08, -0.12, -0.07], [0.10, 0.13, -0.01], [-0.04, 0.03, -0.05], [0.09, -0.01, -0.09], [-0.06, 0.05, -0.11], [0.01, 0.08, 0.18], [-0.04, -0.06, 0.11], [0.07, -0.15, 0.07], [0.02, 0.00, -0.19], [-0.06, 0.11, -0.17], [0.05, 0.16, 0.04], [-0.06, -0.17, 0.19], [0.19, -0.18, -0.01], [-0.10, 0.19, -0.08], [-0.18, -0.02, 0.05], [0.05, -0.07, 0.15], [0.01, -0.03, 0.00], [-0.23, 0.26, -0.03], [-0.02, 0.06, -0.07], [0.05, 0.07, 0.13], [0.29, 0.03, -0.16], [0.06, 0.02, -0.26], [0.04, -0.06, 0.14], [0.01, 0.07, 0.00], [-0.01, 0.08, 0.06], [0.00, -0.02, -0.04], [-0.04, -0.06, -0.02], [-0.03, -0.09, 0.11], [0.06, 0.02, -0.08], [-0.11, 0.05, -0.02], [0.06, -0.06, -0.10], [0.14, 0.05, 0.06], [-0.10, 0.02, 0.12], [0.03, -0.04, -0.05], [-0.04, -0.05, 0.07], [0.08, -0.01, -0.04], [0.00, -0.06, -0.05], [0.06, -0.01, -0.01], [0.05, -0.05, -0.04], [-0.11, 0.04, -0.02], [-0.02, -0.05, 0.01], [-0.19, -0.06, 0.13], [-0.16, -0.11, -0.04], [0.05, 0.04, 0.04], [0.04, -0.07, -0.02], [0.02, 0.11, 0.03], [-0.07, -0.06, -0.03], [0.16, -0.02, -0.02], [-0.01, -0.01, -0.01], [-0.01, -0.02, 0.00], [0.03, 0.01, -0.02], [0.01, 0.00, 0.01], [0.01, 0.01, 0.01], [-0.01, 0.01, 0.00], [-0.06, -0.05, 0.00], [-0.05, 0.03, 0.03]]
}